DFT (ωB97M-V/def2-TZVPD) results for the molecule C17H19ClFN3O3S.

The calculation puts the energy relative to the best compared isomer or geometry (same formula, charge and spin) at 0.0 kcal/mol. As for the LUMO energy: 0.4 eV. The structure (SMILES) is Cc1[nH]c(C)c(S(=O)(=O)Nc2ccc(F)cc2Cl)c1C(=O)N1CCCC1. For the highest occupied orbital energy, the calculation gives -8.5 eV.

ORCA input file:
```
! wB97M-V def2-TZVPD RIJCOSX def2/J DEFGRID3
* xyz 0 1
C -3.12 -3.24 0.43
C -1.91 -2.47 0.07
N -0.91 -3.00 -0.71
C 0.08 -2.09 -0.89
C 1.32 -2.37 -1.67
C -0.30 -0.94 -0.24
S 0.72 0.49 -0.12
O 0.09 1.54 0.62
O 1.25 0.82 -1.41
N 1.99 -0.14 0.82
C 3.29 0.28 0.59
C 3.55 1.61 0.30
C 4.84 2.06 0.08
C 5.88 1.15 0.17
F 7.15 1.58 -0.03
C 5.67 -0.18 0.47
C 4.37 -0.61 0.67
Cl 4.07 -2.28 1.02
C -1.56 -1.17 0.36
C -2.31 -0.20 1.22
O -2.47 -0.39 2.41
N -2.80 0.86 0.57
C -2.66 1.14 -0.85
C -3.47 2.42 -1.04
C -3.29 3.13 0.30
C -3.39 1.97 1.29
H -2.86 -4.24 0.76
H -3.81 -3.32 -0.41
H -3.63 -2.72 1.24
H -0.91 -3.94 -1.07
H 2.05 -2.91 -1.07
H 1.75 -1.42 -1.99
H 1.09 -2.97 -2.55
H 1.90 -1.11 1.07
H 2.71 2.29 0.24
H 5.04 3.09 -0.16
H 6.50 -0.87 0.54
H -1.61 1.31 -1.11
H -3.04 0.31 -1.45
H -4.53 2.19 -1.20
H -3.12 3.01 -1.88
H -2.29 3.56 0.35
H -4.03 3.90 0.48
H -4.43 1.74 1.54
H -2.84 2.14 2.22
*
```

DFT (ωB97M-V/def2-TZVPD) results for the molecule C17H19ClN6O.

The calculation puts the energy relative to the best compared isomer or geometry (same formula, charge and spin) at 125.2 kcal/mol. As for the LUMO energy: 0.0 eV. The structure (SMILES) is N#CCC(=O)N1CCCC[C@@]12CCN(c1c(Cl)cnc3[nH]ncc13)C2. For the highest occupied orbital energy, the calculation gives -8.8 eV.

ORCA input file:
```
! wB97M-V def2-TZVPD RIJCOSX def2/J DEFGRID3
* xyz 0 1
N -0.61 4.65 -4.10
C -0.18 4.63 -3.02
C 0.01 4.58 -1.57
C -0.65 3.34 -0.90
O -1.58 3.49 -0.09
N 0.02 2.11 -0.98
C 1.30 2.08 -1.61
C 2.49 1.84 -0.62
C 2.16 1.08 0.64
C 0.66 1.31 1.10
C -0.34 0.94 -0.07
C -1.80 0.93 0.61
C -1.93 -0.42 1.16
N -1.23 -1.28 0.13
C -0.96 -2.67 0.23
C -1.87 -3.66 -0.42
Cl -2.93 -3.07 -1.73
C -1.66 -5.01 -0.29
N -0.77 -5.47 0.60
C 0.00 -4.57 1.23
N 1.00 -4.80 2.23
N 1.52 -3.64 2.66
C 0.97 -2.72 1.94
C -0.07 -3.16 1.07
C -0.40 -0.48 -0.82
H -0.57 5.42 -1.33
H 1.09 4.69 -1.20
H 1.36 1.14 -2.29
H 1.60 3.00 -2.11
H 2.91 2.92 -0.17
H 3.44 1.45 -0.96
H 2.32 0.00 0.42
H 2.89 1.45 1.31
H 0.52 0.59 1.92
H 0.57 2.33 1.50
H -1.92 1.61 1.49
H -2.62 1.07 -0.06
H -1.58 -0.59 2.12
H -2.96 -0.86 1.04
H -2.18 -5.67 -0.99
H 1.10 -5.69 2.64
H 1.22 -1.66 2.01
H -0.84 -0.34 -1.80
H 0.51 -0.90 -0.90
*
```

DFT (ωB97M-V/def2-TZVPD) results for the molecule C17H19ClO7.

The calculation puts the energy relative to the best compared isomer or geometry (same formula, charge and spin) at 0.0 kcal/mol. As for the LUMO energy: 0.2 eV. The structure (SMILES) is C=C(C)C(=O)OCCOC(=O)c1c(C[C@H](O)CCl)cccc1C(=O)O. For the highest occupied orbital energy, the calculation gives -9.6 eV.

ORCA input file:
```
! wB97M-V def2-TZVPD RIJCOSX def2/J DEFGRID3
* xyz 0 1
C -3.60 2.69 0.13
C -3.93 1.47 -0.42
C -5.41 1.15 -0.63
C -2.89 0.48 -0.83
O -1.88 0.94 -1.37
O -3.27 -0.85 -0.86
C -2.24 -1.85 -1.15
C -1.37 -2.19 0.06
O -0.23 -1.31 0.24
C 0.84 -1.50 -0.56
O 0.84 -2.11 -1.63
C 2.17 -1.17 0.04
C 2.59 0.17 -0.06
C 1.75 1.20 -0.75
C 0.70 1.94 0.13
O -0.06 2.83 -0.67
C 1.30 2.68 1.30
Cl 0.04 3.59 2.21
C 3.82 0.57 0.49
C 4.64 -0.36 1.16
C 4.21 -1.68 1.25
C 2.98 -2.10 0.72
C 2.50 -3.49 0.94
O 2.59 -3.97 2.06
O 2.01 -4.15 -0.17
H -2.53 2.93 0.30
H -4.37 3.43 0.41
H -6.04 1.96 -0.22
H -5.61 1.14 -1.71
H -5.63 0.15 -0.22
H -1.60 -1.50 -1.98
H -2.70 -2.79 -1.51
H -0.99 -3.22 -0.06
H -1.99 -2.20 0.95
H 2.40 1.95 -1.17
H 1.24 0.68 -1.57
H 0.06 1.17 0.51
H -0.75 2.32 -1.17
H 1.81 1.97 1.98
H 2.05 3.41 1.01
H 4.17 1.58 0.38
H 5.55 -0.01 1.62
H 4.82 -2.42 1.75
H 1.99 -3.57 -0.91
*
```

DFT (ωB97M-V/def2-TZVPD) results for a cluster of 2 separate species, C17H19F8N2O7P2 in total.

As for the LUMO energy: -4.7 eV. For the highest occupied orbital energy, the calculation gives -12.9 eV.

ORCA input file:
```
! wB97M-V def2-TZVPD RIJCOSX def2/J DEFGRID3
* xyz 1 1
N -1.59 -0.99 -1.72
C -1.86 0.38 -1.88
C -2.88 0.80 -2.76
C -3.70 -0.14 -3.60
P -2.85 -0.49 -5.20
O -3.70 -1.19 -6.14
O -2.36 0.94 -5.75
O -1.51 -1.29 -4.80
C -3.15 2.16 -2.85
C -2.41 3.05 -2.11
N -1.44 2.64 -1.30
C -0.72 3.71 -0.60
C -0.82 3.87 0.77
C -0.13 4.94 1.34
C 0.62 5.82 0.56
C 0.72 5.63 -0.81
C 0.04 4.57 -1.39
C -1.14 1.33 -1.16
P 0.25 0.87 -0.03
O 1.38 1.76 -0.23
O -0.37 0.92 1.43
O 0.70 -0.62 -0.31
H -0.66 -1.24 -2.03
H -2.22 -1.57 -2.26
H -4.62 0.39 -3.85
H -3.92 -1.07 -3.09
H -1.67 1.33 -5.20
H -0.81 -0.65 -4.62
H -3.94 2.49 -3.51
H -2.59 4.11 -2.19
H -1.40 3.20 1.38
H -0.18 5.14 2.40
H 1.13 6.65 1.01
H 1.31 6.26 -1.46
H 0.09 4.41 -2.46
H 0.38 1.07 2.02
H 0.02 -1.25 -0.04
C 1.90 -5.03 3.18
C 3.17 -5.21 4.03
C 3.21 -4.53 5.40
F 3.10 -3.19 5.30
F 4.40 -4.80 5.98
F 4.24 -4.85 3.29
F 3.27 -6.54 4.27
O 1.92 -4.03 2.16
C 1.62 -2.73 2.42
C 2.81 -1.79 2.18
F 3.86 -2.14 2.93
F 2.44 -0.53 2.52
F 1.10 -2.57 3.65
F 0.65 -2.35 1.53
H 1.79 -5.96 2.63
H 1.00 -4.95 3.80
H 2.41 -4.91 6.04
H 3.11 -1.82 1.13
*
```

DFT (ωB97M-V/def2-TZVPD) results for the molecule C17H19FN4O4S.

As for the LUMO energy: 0.5 eV. The structure (SMILES) is O=C(CSc1nnc(CNC(=O)c2ccccc2F)o1)NC[C@H]1CCCO1. For the highest occupied orbital energy, the calculation gives -8.8 eV.

ORCA input file:
```
! wB97M-V def2-TZVPD RIJCOSX def2/J DEFGRID3
* xyz 0 1
O -4.53 1.49 -0.56
C -3.84 0.73 -1.20
C -4.31 -0.69 -1.54
S -4.00 -1.77 -0.09
C -2.28 -1.75 -0.12
N -1.51 -1.48 -1.13
N -0.24 -1.52 -0.66
C -0.31 -1.82 0.60
C 0.84 -1.90 1.54
N 2.05 -1.49 0.89
C 2.48 -0.20 0.98
O 1.98 0.60 1.74
C 3.63 0.17 0.10
C 3.76 1.51 -0.25
C 4.79 1.95 -1.05
C 5.74 1.05 -1.52
C 5.64 -0.28 -1.18
C 4.59 -0.71 -0.38
F 4.54 -2.03 -0.07
O -1.58 -2.01 1.00
N -2.63 1.04 -1.71
C -1.88 2.15 -1.16
C -0.93 1.64 -0.05
C -0.40 2.77 0.84
C -1.53 2.93 1.86
C -2.23 1.56 1.85
O -1.61 0.78 0.83
H -3.81 -1.11 -2.40
H -5.39 -0.70 -1.66
H 0.65 -1.21 2.37
H 0.94 -2.92 1.94
H 2.37 -2.07 0.13
H 3.02 2.20 0.14
H 4.87 3.00 -1.30
H 6.55 1.39 -2.14
H 6.37 -1.01 -1.52
H -2.06 0.27 -2.05
H -1.31 2.64 -1.95
H -2.61 2.85 -0.75
H -0.13 1.05 -0.52
H 0.51 2.43 1.33
H -0.20 3.68 0.28
H -1.14 3.17 2.85
H -2.22 3.71 1.56
H -3.30 1.65 1.63
H -2.10 1.01 2.78
*
```

DFT (ωB97M-V/def2-TZVPD) results for a structure of composition C17H19IN3OW.

The calculation puts the energy relative to the best compared isomer or geometry (same formula, charge and spin) at 0.0 kcal/mol. As for the LUMO energy (spin up / spin down): -6.8 / -7.3 eV. The expectation value of S² is 3.7686. For the highest occupied orbital energy (spin up / spin down), the calculation gives -13.9 / -14.8 eV.

ORCA input file:
```
! wB97M-V def2-TZVPD RIJCOSX def2/J DEFGRID3
* xyz 2 4
C -0.79 -2.10 2.50
C -1.23 -2.99 1.30
H 0.30 -1.87 2.53
H -0.87 -2.70 3.42
H -1.41 -1.21 2.63
H -0.59 -2.99 0.38
H -1.18 -4.04 1.61
H -2.29 -2.78 1.06
C 2.20 1.53 1.12
C 3.37 2.25 0.86
C 4.02 2.11 -0.37
C 3.47 1.28 -1.32
H 1.68 1.59 2.08
H 3.78 2.91 1.61
H 4.93 2.67 -0.60
H 3.92 1.11 -2.29
N 1.71 0.64 0.19
C 2.29 0.57 -1.05
C 1.64 -0.28 -2.03
N 0.58 -1.01 -1.56
C -0.22 -1.67 -2.44
C 1.17 -0.98 -4.29
C 0.04 -1.65 -3.81
H -1.09 -2.14 -2.02
H -0.65 -2.15 -4.48
C 1.98 -0.30 -3.40
H 2.83 0.27 -3.74
H 1.39 -0.96 -5.36
W 0.26 -1.01 0.55
I 2.48 -2.39 1.10
O -1.53 -0.20 -0.21
N -2.05 0.64 0.74
C -1.72 1.96 0.61
C -2.53 2.90 1.21
C -3.56 2.48 2.05
C -3.86 1.12 2.15
C -3.12 0.19 1.46
H -0.87 2.20 -0.03
H -2.32 3.96 1.03
H -4.13 3.20 2.63
H -4.69 0.76 2.76
H -3.29 -0.89 1.44
*
```

DFT (ωB97M-V/def2-TZVPD) results for a cluster of 2 separate species, C17H19N in total.

The calculation puts the energy relative to the best compared isomer or geometry (same formula, charge and spin) at 85.0 kcal/mol. As for the LUMO energy: 0.9 eV. The structure (SMILES) is Cc1c[nH]c2ccccc12.CCc1ccccc1. For the highest occupied orbital energy, the calculation gives -7.7 eV.

ORCA input file:
```
! wB97M-V def2-TZVPD RIJCOSX def2/J DEFGRID3
* xyz 0 1
C -0.82 -3.50 -1.60
C 0.15 -3.31 -0.50
C 1.29 -4.05 -0.28
N 1.79 -3.71 0.99
C 1.03 -2.60 1.48
C 1.20 -1.99 2.66
C 0.30 -1.01 2.91
C -0.76 -0.73 2.05
C -0.86 -1.29 0.79
C -0.01 -2.42 0.54
H -0.39 -3.83 -2.63
H -1.56 -2.69 -1.94
H -1.59 -4.27 -1.19
H 1.84 -4.85 -0.88
H 2.57 -4.06 1.24
H 1.82 -2.44 3.43
H 0.44 -0.47 3.81
H -1.42 0.04 2.32
H -1.53 -0.96 -0.06
C 1.62 2.62 0.66
C 0.73 1.61 -0.05
C -0.23 2.40 -0.91
C -0.20 2.47 -2.30
C -1.04 3.34 -2.97
C -1.72 4.43 -2.27
C -1.75 4.27 -0.85
C -1.15 3.13 -0.23
H 1.06 3.61 0.70
H 2.64 2.77 0.42
H 1.82 2.38 1.76
H 1.28 0.75 -0.45
H 0.21 1.04 0.72
H 0.54 1.85 -2.79
H -1.19 3.33 -4.03
H -2.02 5.25 -2.81
H -2.19 5.24 -0.27
H -1.54 3.01 0.85
*
```

DFT (ωB97M-V/def2-TZVPD) results for the ion C17H19N2O6S with charge -1.

As for the LUMO energy: 2.7 eV. The structure (SMILES) is COc1cccc(OC)c1C(=O)N[C@H]1[C@H]2SC(C)(C)[C@H]3C(=O)O[C@]1([O-])N23. For the highest occupied orbital energy, the calculation gives -5.0 eV.

ORCA input file:
```
! wB97M-V def2-TZVPD RIJCOSX def2/J DEFGRID3
* xyz -1 1
C -1.09 1.05 -3.23
O -0.02 1.19 -2.33
C -0.09 2.15 -1.38
C -1.12 3.08 -1.26
C -1.07 4.02 -0.24
C -0.02 4.06 0.66
C 1.01 3.13 0.55
O 2.08 3.05 1.38
C 2.12 3.89 2.50
C 0.97 2.17 -0.47
C 2.06 1.14 -0.61
O 3.02 1.30 -1.34
N 1.87 0.05 0.14
C 0.82 -0.16 1.08
C -0.49 -0.81 0.61
S -0.55 -1.51 -1.08
C -1.08 -3.14 -0.36
C -0.75 -4.26 -1.33
C -2.59 -3.09 -0.11
C -0.32 -3.18 0.97
C 1.20 -3.45 0.80
O 1.64 -4.48 0.34
O 1.90 -2.45 1.21
C 0.95 -1.41 2.05
O 1.26 -1.35 3.22
N -0.41 -1.88 1.58
H -1.21 1.93 -3.86
H -2.03 0.85 -2.70
H -0.84 0.18 -3.84
H -1.95 3.08 -1.94
H -1.87 4.74 -0.15
H -0.02 4.80 1.44
H 1.25 3.74 3.15
H 3.02 3.60 3.05
H 2.19 4.95 2.22
H 2.54 -0.71 0.07
H 0.63 0.75 1.66
H -1.38 -0.18 0.74
H -1.31 -4.14 -2.25
H 0.31 -4.28 -1.56
H -1.01 -5.22 -0.87
H -2.82 -2.32 0.63
H -3.12 -2.87 -1.03
H -2.93 -4.05 0.28
H -0.75 -3.95 1.62
*
```

DFT (ωB97M-V/def2-TZVPD) results for the ion C17H19N4O2 with charge +1.

The calculation puts the energy relative to the best compared isomer or geometry (same formula, charge and spin) at 0.0 kcal/mol. As for the LUMO energy: -2.7 eV. The structure (SMILES) is COc1ccccc1[NH2+]c1nc(NCCO)c2ccccc2n1. For the highest occupied orbital energy, the calculation gives -11.5 eV.

ORCA input file:
```
! wB97M-V def2-TZVPD RIJCOSX def2/J DEFGRID3
* xyz 1 1
C 1.50 2.45 -2.27
O 1.35 2.21 -0.89
C 2.21 1.36 -0.27
C 3.30 0.72 -0.86
C 4.10 -0.11 -0.09
C 3.84 -0.32 1.25
C 2.76 0.31 1.85
C 1.96 1.15 1.09
N 0.77 1.78 1.65
C -0.46 1.07 1.20
N -0.33 -0.23 1.13
C -1.38 -0.91 0.65
N -1.24 -2.23 0.51
C 0.03 -2.90 0.63
C 0.65 -3.17 -0.74
O 0.91 -1.93 -1.37
C -2.60 -0.22 0.32
C -3.77 -0.83 -0.13
C -4.89 -0.07 -0.41
C -4.86 1.32 -0.26
C -3.73 1.95 0.18
C -2.58 1.19 0.48
N -1.46 1.84 0.91
H 1.40 1.52 -2.85
H 2.46 2.92 -2.49
H 0.69 3.13 -2.54
H 3.52 0.86 -1.90
H 4.93 -0.61 -0.56
H 4.47 -0.97 1.83
H 2.53 0.15 2.89
H 0.82 1.78 2.67
H 0.67 2.75 1.30
H -1.99 -2.74 0.07
H 0.69 -2.25 1.20
H -0.11 -3.85 1.16
H -0.04 -3.77 -1.35
H 1.58 -3.73 -0.60
H 1.33 -2.09 -2.22
H -3.82 -1.90 -0.25
H -5.79 -0.55 -0.76
H -5.74 1.89 -0.49
H -3.68 3.02 0.31
*
```

DFT (ωB97M-V/def2-TZVPD) results for the molecule C17H19N5O3.

The calculation puts the energy relative to the best compared isomer or geometry (same formula, charge and spin) at 12.4 kcal/mol. As for the LUMO energy: 0.6 eV. The structure (SMILES) is N[C@@H](Cc1c[nH]cn1)C(=O)N[C@@H](Cc1c[nH]c2ccccc12)C(=O)O. For the highest occupied orbital energy, the calculation gives -8.2 eV.

ORCA input file:
```
! wB97M-V def2-TZVPD RIJCOSX def2/J DEFGRID3
* xyz 0 1
N 1.67 -2.16 -0.99
C 2.67 -1.35 -0.30
C 3.25 -0.23 -1.19
C 4.51 0.40 -0.66
C 4.69 1.61 -0.10
N 6.01 1.65 0.27
C 6.57 0.46 -0.09
N 5.69 -0.32 -0.65
C 2.22 -0.75 1.04
O 3.07 -0.54 1.90
N 0.93 -0.39 1.28
C -0.30 -0.61 0.52
C -1.50 -0.58 1.47
C -2.81 -0.81 0.76
C -3.27 -2.00 0.28
N -4.48 -1.82 -0.34
C -4.83 -0.49 -0.28
C -5.96 0.17 -0.77
C -6.06 1.53 -0.54
C -5.03 2.22 0.13
C -3.90 1.56 0.60
C -3.80 0.18 0.41
C -0.42 0.43 -0.58
O -0.15 0.25 -1.75
O -0.77 1.65 -0.12
H 2.14 -2.83 -1.58
H 1.12 -1.58 -1.63
H 3.52 -2.01 -0.02
H 2.50 0.52 -1.37
H 3.46 -0.71 -2.20
H 4.02 2.45 0.10
H 6.47 2.40 0.73
H 7.61 0.24 0.10
H 0.86 0.10 2.19
H -0.26 -1.57 0.02
H -1.35 -1.35 2.23
H -1.53 0.39 2.02
H -2.82 -2.99 0.33
H -5.01 -2.54 -0.78
H -6.75 -0.37 -1.30
H -6.92 2.09 -0.89
H -5.11 3.30 0.29
H -3.14 2.12 1.12
H -0.85 2.23 -0.86
*
```

DFT (ωB97M-V/def2-TZVPD) results for a structure of composition C17H19NO3Pb.

As for the LUMO energy: -11.1 eV. For the highest occupied orbital energy, the calculation gives -14.5 eV.

ORCA input file:
```
! wB97M-V def2-TZVPD RIJCOSX def2/J DEFGRID3
* xyz 2 1
C -2.89 0.19 -3.45
C -1.53 -0.56 -2.96
O -0.46 0.03 -3.25
N -1.57 -1.90 -2.27
C -0.62 -2.75 -3.11
C -0.89 -1.80 -0.94
C -1.90 -1.65 0.31
C -1.76 -0.26 1.13
C -0.72 -0.39 2.39
C 0.72 -0.01 1.82
C 1.59 -1.15 1.21
C 2.99 -0.94 0.58
C 3.56 0.50 0.55
C 2.72 1.63 1.19
C 1.30 1.43 1.83
C 0.52 2.66 2.44
O -0.48 2.60 3.19
C 1.10 4.12 2.09
C 2.39 4.31 1.49
C 3.37 3.10 1.19
O 4.61 3.22 0.99
H -3.78 -0.52 -3.37
H -2.69 0.44 -4.56
H -2.99 1.14 -2.84
H 0.47 -2.56 -2.77
H -0.64 -2.40 -4.21
H -0.85 -3.87 -3.02
H -0.31 -2.78 -0.76
H -0.17 -0.92 -0.90
H -3.02 -1.76 0.03
H -1.64 -2.50 1.09
H -1.30 0.52 0.44
H -2.77 0.03 1.56
H -0.65 -1.49 2.75
H -1.05 0.22 3.29
H 1.14 -2.21 1.21
H 3.51 -1.85 0.14
H 4.57 0.67 0.07
H 0.49 5.08 2.29
H 2.74 5.37 1.24
Pb -3.12 -2.98 1.92
*
```

| no. | electronic energy (eV) |
| --- | --- |
| 1 | -54625.8499 |
| 2 | -41444.2011 |
| 3 | -44791.8400 |
| 4 | -75566.3575 |
| 5 | -45640.8791 |
| 6 | -34364.9633 |
| 7 | -19424.2160 |
| 8 | -44039.3525 |
| 9 | -27987.2472 |
| 10 | -31531.7672 |
| 11 | -30789.3323 |